No. 1
A molecular structure, C24H24F9NO2P2Y at a distorted geometry, computed with ωB97M-V with the def2-TZVPD basis set.

XYZ file:
```
63
Properties=species:S:1:pos:R:3
C -2.02036 -3.02081 0.20693
C -0.81294 -2.33489 -0.10332
C -0.84030 -1.30311 -1.08831
C -1.95673 -1.17340 -1.94116
C -3.08297 -1.95017 -1.68323
C -3.10366 -2.85415 -0.66194
C -2.31178 -0.02130 -2.97505
C -0.22895 0.50157 -3.27582
C 0.68219 0.03998 -2.34274
C 2.04213 0.27184 -2.55535
C 2.41799 0.84672 -3.78213
C 1.50762 1.01117 -4.81889
C 0.17093 0.72438 -4.62059
H -2.06007 -3.72196 1.02324
H -3.89834 -1.77410 -2.36806
H -4.02311 -3.38349 -0.48815
H -1.87175 -0.29165 -3.92186
H 3.47291 1.13314 -3.94184
H 1.85668 1.41221 -5.79824
H -0.56556 0.81775 -5.41481
N 0.17887 -0.31380 -1.06779
Y 0.24786 0.89112 0.47325
C 0.42445 -2.62713 0.74796
H 1.30087 -2.76508 0.06551
H 0.23429 -3.57923 1.27319
C 3.14172 -0.02387 -1.53765
H 3.09186 -1.09860 -1.19412
H 4.13106 0.20350 -1.97018
P 0.85235 -1.44596 2.05105
P 2.97413 1.11425 -0.08717
C 3.69351 2.66413 -0.73476
H 3.19907 3.47209 -0.17392
H 4.77148 2.67115 -0.52739
H 3.52567 2.77967 -1.81675
C 4.32525 0.44361 0.94746
H 5.20603 1.09548 0.87775
H 3.95437 0.43449 1.98570
H 4.61255 -0.58042 0.66967
C -0.40956 -1.90760 3.27411
H -0.39437 -2.98485 3.47819
H -0.22719 -1.35633 4.20431
H -1.39438 -1.61976 2.89458
C 2.32174 -2.29271 2.73646
H 2.46305 -2.02536 3.79273
H 2.24393 -3.38779 2.65025
H 3.20646 -1.94946 2.17640
C -1.48304 1.04066 -2.55894
O -1.63043 1.99797 -1.76843
H -3.30671 0.07945 -3.03530
F -3.14554 0.18745 3.96958
C -2.43344 1.29062 3.64791
F -3.01490 2.32296 4.29499
F -1.21103 1.10534 4.20737
C -2.34796 1.55307 2.12862
O -1.61111 0.53723 1.54857
C -3.79712 1.49769 1.54026
F -4.66168 2.21868 2.29903
F -3.78887 2.00183 0.28378
F -4.28249 0.23388 1.45673
C -1.75429 2.97244 1.92952
F -2.68744 3.93993 1.90922
F -0.77076 3.27028 2.83865
F -1.12218 3.00925 0.67091
```

Total charge   +1

No. 2
A molecular structure, C24H24IN3OOsPS, computed with ωB97M-V with the def2-TZVPD basis set.

XYZ file:
```
56
Properties=species:S:1:pos:R:3
Os 0.72677 -0.07757 -0.47568
C 0.28018 4.82663 2.56256
C 0.92089 3.77719 3.20611
C 0.64250 2.46540 2.84481
C -0.28578 2.21060 1.83776
C -0.92853 3.26970 1.18562
C -0.64219 4.57493 1.55105
P -0.63019 0.54067 1.29854
C -2.35246 0.12847 1.51571
C -2.78588 -1.15545 1.16298
C -4.08923 -1.53580 1.42278
C -4.96286 -0.64153 2.03394
C -4.53322 0.62620 2.39588
C -3.22623 1.01647 2.14447
C 0.42038 -0.67996 2.15223
C 0.53497 -1.20858 3.42114
C 1.44416 -2.25184 3.58874
C 2.20788 -2.76238 2.52725
C 2.09010 -2.24601 1.25347
C 1.19384 -1.17705 1.06944
H 0.49125 5.84672 2.85451
H 1.62977 3.97863 3.99777
H 1.14496 1.65404 3.35708
H -1.66321 3.08036 0.40903
H -1.14709 5.39665 1.06103
H -2.10694 -1.86863 0.71195
H -4.42614 -2.52919 1.15982
H -5.98227 -0.94180 2.23627
H -5.21219 1.31197 2.88363
H -2.89703 2.00242 2.44383
H -0.06143 -0.85502 4.25229
H 1.56186 -2.69592 4.56956
H 2.88979 -3.57955 2.72195
H 2.67264 -2.64387 0.43285
C -1.82076 -0.40509 -4.69267
N -0.80252 -1.40780 -4.33983
C -0.22933 -2.28060 -5.23804
C 0.60928 -3.08689 -4.54260
N 0.52939 -2.68734 -3.23143
C -0.32740 -1.66729 -3.11842
S -0.91877 -0.87990 -1.64101
H -1.69513 -0.15740 -5.74209
H -1.67412 0.48663 -4.09018
H -2.81269 -0.81849 -4.52519
H -0.47510 -2.25681 -6.28602
H 1.23557 -3.90021 -4.86534
H 0.99973 -3.12026 -2.45118
N 4.58999 -0.55296 -2.53507
C 3.53270 -0.03197 -1.94335
O 2.48999 -0.69295 -1.75601
C 3.67836 1.40606 -1.48465
I 1.77074 2.23725 -0.97752
H 4.58230 -1.52132 -2.82228
H 5.42916 -0.01933 -2.70746
H 4.13192 2.04842 -2.23654
H 4.25766 1.45136 -0.56350
```

Total charge   +3

No. 3
C24H24N2O2 in the gas phase, computed with ωB97M-V with the def2-TZVPD basis set.

XYZ file:
```
52
Properties=species:S:1:pos:R:3
C -5.73624 -0.08989 0.44174
N -4.88846 -0.30769 -0.70923
C -5.37231 -1.39791 -1.52768
C -3.46205 -0.36896 -0.42757
C -3.01809 -1.54218 0.48319
N -1.58890 -1.52531 0.67063
C -0.75148 -2.25298 -0.10520
O -1.13492 -3.10912 -0.87836
C 0.69724 -1.94802 0.10266
C 1.60750 -3.00052 0.07298
C 2.95475 -2.76070 0.24893
C 3.42074 -1.45772 0.41281
C 4.87812 -1.23840 0.61529
O 5.55592 -2.02972 1.23878
C 5.46055 -0.00972 0.01908
C 4.96436 0.54420 -1.15941
C 5.56141 1.66885 -1.69878
C 6.64799 2.25334 -1.06755
C 7.15290 1.70088 0.09897
C 6.56939 0.56882 0.63415
C 2.51168 -0.40185 0.42542
C 1.15924 -0.64624 0.28023
C -2.99145 0.97713 0.08410
C -2.81443 1.26155 1.43331
C -2.38137 2.51256 1.84167
C -2.12432 3.50111 0.90899
C -2.30834 3.23278 -0.43712
C -2.73623 1.98203 -0.84257
H -5.82721 -0.97399 1.09089
H -6.73329 0.17144 0.08684
H -5.35166 0.74393 1.02517
H -5.44948 -2.35100 -0.98467
H -6.36406 -1.13571 -1.89695
H -4.71032 -1.53574 -2.38028
H -2.97280 -0.53302 -1.39710
H -3.26048 -2.48692 -0.00779
H -3.51417 -1.50471 1.45516
H -1.21071 -0.78606 1.24156
H 1.23635 -4.00205 -0.08269
H 3.66779 -3.57144 0.24915
H 4.12948 0.08014 -1.66404
H 5.17913 2.09113 -2.61644
H 7.10613 3.13549 -1.48996
H 8.00520 2.15077 0.58610
H 6.95391 0.11739 1.53667
H 2.86311 0.60961 0.56958
H 0.46876 0.18670 0.27452
H -3.01986 0.51363 2.18557
H -2.24746 2.71351 2.89486
H -1.78575 4.47514 1.22948
H -2.11530 3.99987 -1.17252
H -2.88046 1.77557 -1.89258
```

SMILES string   CN(C)[C@H](CNC(=O)c1ccc(C(=O)c2ccccc2)cc1)c1ccccc1
Total charge   0

Record-wise highest occupied orbital energy values, in eV: -11.158 -16.801 -8.416
Record-wise Kohn-Sham gap values, in eV: 8.0 5.9 8.3
Record-wise energy relative to the best compared isomer or geometry (same formula, charge and spin) values, in kJ/mol: 29.0 0.0 118.3